# 1
{"formula": "C56H53IN4O5P3S3Sc", "method": "wB97M-V/def2-TZVPD", "symbols": ["Sc", "O", "S", "C", "C", "C", "C", "C", "C", "P", "C", "C", "C", "C", "C", "C", "C", "C", "C", "C", "C", "C", "C", "C", "C", "C", "C", "C", "P", "C", "C", "C", "C", "C", "C", "C", "C", "C", "C", "C", "C", "H", "H", "H", "H", "H", "H", "H", "H", "H", "H", "H", "H", "H", "H", "H", "H", "H", "H", "H", "H", "H", "H", "H", "H", "H", "H", "H", "H", "O", "N", "C", "C", "C", "C", "C", "S", "H", "H", "H", "H", "O", "S", "O", "O", "C", "N", "C", "C", "C", "N", "C", "C", "C", "N", "C", "C", "H", "H", "H", "H", "H", "H", "I", "C", "C", "P", "C", "C", "C", "C", "H", "H", "H", "H", "H", "H", "H", "H", "H", "H", "H", "H", "H", "H", "H"], "xyz": [[1.50, -0.08, 1.61], [0.71, 1.54, 0.69], [-0.11, 2.02, -0.52], [1.17, 2.77, -1.49], [1.89, 3.84, -0.99], [2.99, 4.30, -1.69], [3.35, 3.69, -2.88], [2.64, 2.60, -3.35], [1.53, 2.10, -2.66], [0.60, 0.59, -3.17], [-0.42, 1.32, -4.49], [-1.80, 1.30, -4.34], [-2.62, 1.84, -5.33], [-2.06, 2.39, -6.47], [-0.68, 2.41, -6.63], [0.13, 1.88, -5.64], [1.78, -0.42, -4.11], [1.24, -1.24, -5.10], [2.03, -2.18, -5.75], [3.37, -2.30, -5.42], [3.92, -1.50, -4.43], [3.12, -0.57, -3.77], [-1.20, 3.34, 0.01], [-1.18, 4.56, -0.66], [-2.15, 5.51, -0.38], [-3.13, 5.24, 0.55], [-3.19, 3.99, 1.16], [-2.24, 3.00, 0.89], [-2.41, 1.26, 1.49], [-3.85, 1.39, 2.60], [-5.04, 0.70, 2.37], [-6.07, 0.75, 3.30], [-5.94, 1.49, 4.46], [-4.76, 2.18, 4.70], [-3.72, 2.11, 3.78], [-3.15, 0.46, 0.02], [-2.96, -0.92, -0.09], [-3.51, -1.64, -1.14], [-4.26, -0.98, -2.10], [-4.44, 0.40, -2.01], [-3.89, 1.12, -0.96], [1.62, 4.30, -0.05], [3.57, 5.13, -1.31], [4.20, 4.05, -3.44], [2.95, 2.11, -4.27], [-2.25, 0.86, -3.46], [-3.70, 1.80, -5.22], [-2.70, 2.80, -7.25], [-0.24, 2.84, -7.52], [1.21, 1.88, -5.78], [0.19, -1.17, -5.37], [1.59, -2.81, -6.51], [3.99, -3.03, -5.93], [4.96, -1.61, -4.15], [3.55, 0.01, -2.96], [-0.43, 4.77, -1.41], [-2.13, 6.46, -0.90], [-3.89, 5.98, 0.78], [-4.00, 3.77, 1.83], [-5.16, 0.12, 1.46], [-6.99, 0.21, 3.10], [-6.75, 1.54, 5.17], [-4.65, 2.77, 5.60], [-2.79, 2.65, 3.98], [-2.38, -1.44, 0.67], [-3.35, -2.71, -1.22], [-4.68, -1.53, -2.93], [-5.02, 0.92, -2.77], [-4.06, 2.19, -0.90], [0.88, 0.60, 3.51], [-0.02, 0.12, 4.35], [-0.18, 0.77, 5.52], [-1.07, 0.30, 6.45], [-1.82, -0.84, 6.16], [-1.63, -1.48, 4.96], [-0.70, -1.01, 4.02], [-0.32, -1.78, 2.54], [0.43, 1.64, 5.63], [-1.18, 0.83, 7.39], [-2.54, -1.22, 6.87], [-2.19, -2.37, 4.70], [-3.48, -5.92, -5.56], [-3.32, -5.06, -4.41], [-3.02, -3.67, -4.72], [-4.30, -5.23, -3.35], [-1.82, -5.65, -3.58], [-1.48, -6.94, -3.65], [-0.44, -7.31, -2.92], [0.28, -6.45, -2.11], [-0.15, -5.13, -2.12], [-1.18, -4.74, -2.86], [0.44, -4.03, -1.31], [-0.24, -2.82, -1.33], [0.23, -1.78, -0.57], [1.33, -1.87, 0.19], [2.01, -3.02, 0.20], [1.59, -4.12, -0.53], [-0.16, -8.36, -2.98], [1.11, -6.80, -1.51], [-1.13, -2.71, -1.94], [-0.29, -0.82, -0.57], [2.91, -3.04, 0.79], [2.17, -5.03, -0.49], [3.80, 0.44, -0.03], [6.33, 0.15, 2.88], [5.30, -0.93, 3.19], [3.57, -0.37, 3.51], [3.08, -1.50, 4.89], [3.72, -1.23, 6.24], [3.73, 1.26, 4.33], [3.69, 2.46, 3.39], [7.30, -0.30, 2.71], [6.43, 0.86, 3.70], [6.06, 0.71, 1.98], [5.62, -1.50, 4.07], [5.24, -1.63, 2.36], [3.34, -2.50, 4.54], [1.99, -1.48, 4.96], [4.81, -1.15, 6.17], [3.51, -2.04, 6.94], [3.35, -0.31, 6.69], [4.64, 1.27, 4.93], [2.89, 1.33, 5.04], [4.52, 2.44, 2.67], [3.74, 3.39, 3.95], [2.77, 2.48, 2.80]], "e_tot_ev": -164306.9206, "spin_multiplicity": 1, "de_lowest_ev": 1.8463}


# 2
{"formula": "C56H56AsN2O6SSeTa", "method": "wB97M-V/def2-TZVPD", "symbols": ["Ta", "O", "C", "C", "O", "O", "C", "C", "C", "C", "C", "C", "C", "C", "C", "C", "C", "C", "H", "H", "H", "H", "H", "H", "H", "H", "H", "H", "H", "C", "O", "C", "C", "C", "C", "C", "C", "O", "C", "O", "C", "H", "H", "H", "H", "H", "H", "H", "H", "H", "S", "C", "C", "C", "C", "C", "C", "As", "C", "C", "C", "C", "C", "C", "C", "C", "C", "C", "C", "C", "H", "H", "H", "H", "H", "H", "H", "H", "H", "H", "H", "H", "H", "H", "C", "C", "C", "C", "N", "C", "Se", "N", "C", "C", "C", "C", "C", "C", "C", "C", "C", "C", "H", "H", "H", "H", "H", "H", "H", "H", "H", "H", "H", "H", "H", "H", "H", "H", "H", "H", "H", "H", "H", "H"], "xyz": [[-0.74, -0.35, 0.54], [-0.74, 1.72, 2.28], [-1.91, 2.52, 1.96], [-2.78, 1.63, 1.05], [-3.64, 2.04, 0.34], [-2.46, 0.32, 1.16], [-1.46, 3.76, 1.20], [-2.40, 4.73, 0.86], [-2.01, 5.87, 0.19], [-0.68, 6.07, -0.15], [0.26, 5.11, 0.19], [-0.13, 3.96, 0.86], [-2.64, 2.86, 3.25], [-1.98, 3.69, 4.15], [-2.56, 4.00, 5.37], [-3.82, 3.50, 5.68], [-4.48, 2.68, 4.78], [-3.89, 2.36, 3.56], [-0.69, 1.66, 3.24], [-3.44, 4.59, 1.14], [-2.75, 6.62, -0.06], [-0.37, 6.98, -0.65], [1.30, 5.26, -0.05], [0.61, 3.22, 1.14], [-1.01, 4.12, 3.89], [-2.05, 4.65, 6.07], [-4.28, 3.75, 6.62], [-5.46, 2.30, 5.01], [-4.43, 1.72, 2.87], [-1.78, 4.86, -3.77], [-0.92, 3.94, -4.45], [-0.46, 2.89, -3.79], [0.36, 2.01, -4.54], [0.85, 0.88, -3.96], [0.54, 0.54, -2.62], [1.06, -0.64, -2.01], [2.06, -1.50, -2.73], [0.74, -1.02, -0.84], [-0.27, 1.45, -1.89], [-0.62, 1.16, -0.63], [-0.75, 2.62, -2.45], [-2.02, 5.62, -4.50], [-1.27, 5.30, -2.91], [-2.69, 4.35, -3.44], [0.57, 2.26, -5.57], [1.47, 0.22, -4.55], [1.61, -1.92, -3.63], [2.38, -2.31, -2.08], [2.92, -0.91, -3.05], [-1.36, 3.26, -1.84], [-1.10, -2.57, 1.41], [-2.68, -3.18, 0.85], [-3.34, -4.12, 1.64], [-4.56, -4.64, 1.23], [-5.12, -4.24, 0.02], [-4.47, -3.32, -0.78], [-3.26, -2.78, -0.36], [-2.19, -1.59, -1.40], [-3.35, -0.39, -2.35], [-4.59, -0.07, -1.80], [-5.42, 0.85, -2.45], [-5.01, 1.44, -3.63], [-3.76, 1.14, -4.17], [-2.93, 0.23, -3.53], [-1.31, -2.74, -2.66], [-1.67, -2.79, -4.01], [-1.06, -3.72, -4.84], [-0.11, -4.60, -4.34], [0.23, -4.56, -2.99], [-0.36, -3.63, -2.16], [-2.90, -4.43, 2.58], [-5.06, -5.36, 1.85], [-6.07, -4.66, -0.29], [-4.89, -3.02, -1.72], [-4.91, -0.51, -0.87], [-6.38, 1.09, -2.02], [-5.66, 2.14, -4.13], [-3.44, 1.61, -5.09], [-1.96, 0.02, -3.95], [-2.44, -2.14, -4.40], [-1.34, -3.76, -5.89], [0.35, -5.33, -4.99], [0.95, -5.26, -2.60], [-0.10, -3.60, -1.10], [2.79, -1.96, 5.34], [3.80, -2.56, 4.37], [3.25, -3.74, 3.58], [2.23, -3.37, 2.51], [2.84, -2.54, 1.46], [2.67, -1.23, 1.25], [1.40, -0.12, 2.11], [3.52, -0.81, 0.31], [3.70, 0.56, -0.18], [5.01, 1.17, 0.30], [5.10, 1.35, 1.81], [4.21, 2.47, 2.35], [4.28, -1.89, -0.12], [5.25, -2.01, -1.11], [5.77, -3.27, -1.32], [5.33, -4.38, -0.59], [4.35, -4.27, 0.38], [3.84, -2.99, 0.61], [3.22, -1.13, 5.89], [2.46, -2.70, 6.07], [1.90, -1.59, 4.83], [4.67, -2.90, 4.93], [4.17, -1.79, 3.69], [2.76, -4.45, 4.26], [4.07, -4.29, 3.11], [1.40, -2.80, 2.93], [1.81, -4.25, 2.03], [2.84, 1.14, 0.16], [3.67, 0.53, -1.27], [5.11, 2.15, -0.19], [5.85, 0.57, -0.05], [6.14, 1.58, 2.07], [4.88, 0.41, 2.32], [4.48, 3.42, 1.90], [4.31, 2.56, 3.43], [3.15, 2.29, 2.14], [5.59, -1.16, -1.69], [6.53, -3.41, -2.08], [5.76, -5.35, -0.79], [4.01, -5.13, 0.94]], "e_tot_ev": -212811.2427, "spin_multiplicity": 1, "charge": 2, "de_lowest_ev": 0.2907}


# 3
{"formula": "C56H57ClF7IN7O15S", "method": "wB97M-V/def2-TZVPD", "symbols": ["C", "C", "C", "C", "C", "C", "N", "C", "C", "C", "O", "Cl", "S", "O", "O", "C", "F", "F", "C", "F", "F", "C", "F", "F", "F", "C", "C", "C", "C", "C", "C", "C", "C", "I", "H", "H", "H", "H", "H", "H", "H", "H", "H", "H", "H", "H", "H", "H", "H", "H", "H", "H", "H", "H", "H", "H", "H", "H", "H", "H", "H", "C", "C", "C", "C", "C", "C", "N", "O", "O", "H", "H", "H", "H", "H", "C", "C", "C", "C", "C", "C", "N", "O", "O", "H", "H", "H", "H", "H", "C", "C", "C", "C", "C", "C", "N", "O", "O", "H", "H", "H", "H", "H", "C", "C", "C", "C", "C", "C", "N", "O", "O", "H", "H", "H", "H", "H", "C", "C", "C", "C", "C", "C", "N", "O", "O", "H", "H", "H", "H", "H", "C", "C", "C", "C", "C", "C", "N", "O", "O", "H", "H", "H", "H", "H"], "xyz": [[-2.31, -5.19, 2.54], [-1.23, -4.80, 2.47], [0.13, -4.30, 2.35], [0.30, -3.36, 1.13], [1.56, -3.64, 0.30], [2.46, -2.47, -0.07], [3.58, -2.31, 0.97], [3.57, -0.89, 1.48], [4.67, 0.01, 0.87], [5.18, -0.45, -0.47], [4.86, -0.04, -1.50], [6.39, -1.76, -0.37], [3.78, -0.89, 3.31], [2.65, -1.54, 3.91], [4.13, 0.45, 3.68], [5.32, -1.94, 3.60], [5.84, -2.20, 2.35], [6.21, -1.18, 4.34], [5.03, -3.29, 4.30], [4.31, -3.11, 5.47], [4.25, -4.02, 3.40], [6.36, -4.10, 4.58], [6.15, -5.44, 4.27], [7.39, -3.62, 3.82], [6.69, -3.98, 5.91], [2.13, -0.46, 1.20], [1.80, 1.04, 1.34], [0.62, 1.22, 2.29], [0.45, 2.64, 2.81], [1.93, -1.05, -0.19], [0.59, -0.79, -0.85], [0.30, -1.48, -2.19], [-0.88, -0.78, -2.88], [1.99, -1.50, -3.51], [-3.32, -5.53, 2.58], [0.34, -3.75, 3.27], [0.81, -5.15, 2.29], [-0.57, -3.50, 0.50], [0.24, -2.34, 1.48], [1.31, -4.19, -0.60], [2.18, -4.33, 0.88], [2.96, -2.74, -1.00], [3.35, -2.92, 1.77], [4.48, -2.66, 0.64], [5.52, 0.08, 1.54], [4.29, 1.01, 0.72], [1.51, -1.00, 1.91], [2.65, 1.62, 1.67], [1.52, 1.41, 0.36], [-0.27, 0.88, 1.77], [0.75, 0.57, 3.15], [1.06, 2.78, 3.69], [0.69, 3.39, 2.07], [-0.58, 2.78, 3.14], [2.64, -0.52, -0.82], [-0.23, -1.07, -0.20], [0.51, 0.28, -1.00], [0.00, -2.50, -2.00], [-1.73, -1.44, -2.97], [-0.62, -0.40, -3.86], [-1.20, 0.08, -2.30], [-0.76, -2.43, 8.24], [-2.10, -2.65, 7.98], [-2.68, -2.13, 6.83], [-1.89, -1.40, 5.97], [-0.55, -1.17, 6.21], [0.02, -1.69, 7.35], [-2.50, -0.85, 4.75], [-3.68, -1.04, 4.57], [-1.78, -0.22, 3.99], [-0.32, -2.84, 9.14], [-2.70, -3.23, 8.67], [-3.73, -2.29, 6.62], [0.04, -0.59, 5.51], [1.07, -1.52, 7.56], [0.36, -4.69, -9.26], [1.28, -3.70, -8.96], [0.95, -2.67, -8.10], [-0.32, -2.66, -7.56], [-1.27, -3.63, -7.85], [-0.92, -4.65, -8.71], [-0.69, -1.58, -6.63], [0.15, -0.72, -6.41], [-1.80, -1.59, -6.14], [0.63, -5.49, -9.94], [2.27, -3.73, -9.40], [1.65, -1.90, -7.86], [-2.25, -3.59, -7.41], [-1.64, -5.42, -8.95], [4.45, -6.83, 6.76], [4.23, -6.03, 7.87], [3.21, -6.33, 8.76], [2.43, -7.44, 8.51], [2.62, -8.25, 7.41], [3.65, -7.94, 6.53], [1.35, -7.78, 9.46], [1.18, -7.03, 10.40], [0.69, -8.77, 9.23], [5.25, -6.60, 6.08], [4.86, -5.17, 8.05], [3.04, -5.72, 9.63], [1.99, -9.11, 7.25], [3.82, -8.57, 5.67], [-2.87, 6.47, -1.54], [-1.75, 6.71, -0.76], [-0.81, 5.72, -0.57], [-1.01, 4.49, -1.17], [-2.13, 4.22, -1.95], [-3.06, 5.23, -2.13], [-0.02, 3.43, -0.98], [0.95, 3.66, -0.28], [-0.20, 2.36, -1.53], [-3.59, 7.27, -1.69], [-1.61, 7.68, -0.31], [0.07, 5.89, 0.03], [-2.26, 3.25, -2.40], [-3.93, 5.04, -2.73], [-2.16, 1.55, -7.85], [-3.28, 0.73, -7.94], [-4.40, 1.17, -8.62], [-4.37, 2.42, -9.21], [-3.27, 3.25, -9.13], [-2.16, 2.80, -8.44], [-5.56, 2.89, -9.95], [-6.52, 2.15, -9.99], [-5.50, 3.98, -10.47], [-1.28, 1.20, -7.31], [-3.29, -0.24, -7.48], [-5.28, 0.55, -8.70], [-3.29, 4.22, -9.59], [-1.29, 3.44, -8.36], [-6.82, 13.26, -2.45], [-6.33, 12.54, -3.53], [-5.53, 11.44, -3.32], [-5.23, 11.07, -2.02], [-5.71, 11.77, -0.93], [-6.51, 12.88, -1.15], [-4.40, 9.88, -1.79], [-3.97, 9.29, -2.77], [-4.17, 9.56, -0.65], [-7.45, 14.13, -2.61], [-6.58, 12.85, -4.54], [-5.14, 10.87, -4.15], [-5.46, 11.46, 0.07], [-6.89, 13.44, -0.31]], "e_tot_ev": -150595.4646, "spin_multiplicity": 1, "charge": 1}